No. 1
{"formula": "C3H7CsNO", "method": "the ωB97M-V functional and the def2-TZVPD basis", "elements": ["Cs", "C", "C", "O", "N", "C", "H", "H", "H", "H", "H", "H", "H"], "coordinates": [[-2.96686, 0.41219, 2.86386], [-1.02043, 0.62352, -1.48278], [-0.38966, 0.32100, -0.16658], [-0.90820, 0.66884, 0.89688], [0.80206, -0.28592, -0.21742], [1.53534, -0.74825, 0.94201], [-2.08198, 0.38272, -1.44677], [-0.56597, 0.05232, -2.29228], [-0.93263, 1.67861, -1.73829], [1.23496, -0.47319, -1.10479], [1.22361, -0.27385, 1.86480], [2.60031, -0.52246, 0.84557], [1.46947, -1.83554, 1.03578]], "nbo_charge": [0.996, -0.705, 0.695, -0.761, -0.574, -0.430, 0.237, 0.226, 0.255, 0.409, 0.225, 0.221, 0.207], "charge": 1, "de_lowest_kj_mol": 0.0, "energy_ha": -268.48448, "e_homo_ev": -13.267, "mol_weight_g_mol": 206.00}

No. 2
{"formula": "C3H7EuO3", "method": "the ωB97M-V functional and the def2-TZVPD basis", "elements": ["O", "C", "C", "O", "C", "Eu", "H", "H", "H", "H", "H", "H", "O", "H"], "coordinates": [[-0.54467, -0.49999, -1.88616], [0.59024, 0.13812, -1.41342], [1.13056, -0.50741, -0.14511], [0.18423, -0.52784, 0.95126], [-0.79320, 0.73092, 1.32835], [-2.46491, -0.24405, -1.07569], [0.44025, 1.22360, -1.23893], [1.41914, 0.07723, -2.14546], [2.00547, 0.04084, 0.22500], [1.39808, -1.55756, -0.31328], [-0.62970, 0.70992, 2.41497], [-0.19501, 1.58293, 0.97826], [-1.89699, 0.06558, 1.00882], [-0.64349, -1.23229, 1.31138]], "lowdin_spin": [-0.196, -0.021, -0.009, -0.001, -0.001, 6.265, 0.000, -0.012, -0.001, 0.000, 0.000, 0.000, -0.025, 0.000], "charge": 2, "energy_ha": -1053.77478, "multiplicity": 7, "e_homo_ev": [-19.078, -19.253], "mol_weight_g_mol": 243.05}

No. 3
{"formula": "C3H7F", "method": "the ωB97M-V functional and the def2-TZVPD basis", "elements": ["C", "C", "C", "F", "H", "H", "H", "H", "H", "H", "H"], "coordinates": [[-0.15712, 1.23736, -0.14870], [0.13287, -1.36355, -0.10676], [-0.09630, -0.02593, 0.55840], [-2.77279, 0.08883, -0.04105], [0.04749, 2.10883, 0.58520], [0.31205, 1.28143, -1.00587], [-1.44896, 1.10301, -0.29712], [0.23514, -1.11874, -1.24974], [-0.81275, -1.92860, 0.06990], [1.00469, -1.87413, 0.42790], [-0.60728, -0.18800, 1.51149]], "nbo_charge": [-0.731, -0.725, 0.304, -0.813, 0.259, 0.216, 0.466, 0.237, 0.298, 0.262, 0.227], "charge": 0, "de_lowest_kj_mol": 384.6, "energy_ha": -218.21566, "e_homo_ev": [-9.476, -9.477], "mol_weight_g_mol": 62.09}

No. 4
{"formula": "C3H7F2N", "method": "the ωB97M-V functional and the def2-TZVPD basis", "elements": ["C", "C", "N", "C", "F", "F", "H", "H", "H", "H", "H", "H", "H"], "coordinates": [[-0.11450, 1.31748, -0.50487], [-0.00223, -0.17451, -0.16850], [-1.38172, -0.67580, -0.09564], [0.86494, -0.53664, 0.95082], [2.19326, -0.36371, 0.40543], [0.68729, -1.82105, 1.25078], [-0.83580, 1.74043, 0.15506], [0.79529, 1.87043, -0.48633], [-0.70345, 1.35113, -1.44081], [0.62894, -0.65963, -1.03072], [-1.73746, -0.59624, -1.04922], [-1.34302, -1.63732, 0.16598], [0.94846, 0.18543, 1.84803]], "nbo_charge": [-0.612, -0.123, -0.822, 0.559, -0.389, -0.325, 0.217, 0.224, 0.210, 0.182, 0.361, 0.367, 0.151], "charge": 0, "smiles": "C[C@H](N)C(F)F", "de_lowest_kj_mol": 86.7, "energy_ha": -372.97414, "e_homo_ev": -9.867, "mol_weight_g_mol": 95.09}

No. 5
{"formula": "C3H7F2N2", "method": "the ωB97M-V functional and the def2-TZVPD basis", "elements": ["C", "C", "C", "N", "N", "F", "F", "H", "H", "H", "H", "H", "H", "H"], "coordinates": [[-0.72807, -0.50907, -0.42683], [1.90544, 0.91695, 0.74625], [1.70489, -0.15324, -0.22891], [-1.39618, 0.36465, -1.11704], [-1.20120, -1.56143, 0.16121], [1.97522, -1.39342, 0.09298], [1.93139, 0.06868, -1.49730], [1.44987, 0.67515, 1.70177], [2.98433, 1.03023, 0.91265], [1.52958, 1.86153, 0.36761], [-0.92931, 1.13198, -1.58013], [-2.39663, 0.28424, -1.28658], [-0.59480, -2.18615, 0.67447], [-2.18232, -1.82680, 0.10672]], "nbo_charge": [0.354, -0.762, 0.973, -0.765, -0.763, -0.271, -0.265, 0.278, 0.288, 0.273, 0.427, 0.402, 0.429, 0.404], "charge": 1, "de_lowest_kj_mol": 155.4, "energy_ha": -427.44489, "e_homo_ev": -14.193, "mol_weight_g_mol": 109.10}

No. 6
{"formula": "C3H7F2O2P", "method": "the ωB97M-V functional and the def2-TZVPD basis", "elements": ["C", "C", "C", "O", "O", "F", "F", "P", "H", "H", "H", "H", "H", "H", "H"], "coordinates": [[-1.31970, 1.80585, -0.63841], [-1.36816, 0.27185, -0.37720], [1.94538, -2.15282, -0.18560], [0.72504, 0.02719, 2.79230], [-0.83859, -0.02905, 0.88389], [1.32798, -3.26104, 0.46817], [1.35810, -2.12602, -1.35827], [0.72444, 0.03025, 1.31094], [-1.62439, 2.41872, 0.15166], [-0.27383, 2.02797, -0.63692], [-1.75913, 2.15772, -1.51251], [-0.66005, -0.21157, -1.02012], [-2.42952, 0.00764, -0.46349], [2.98851, -2.28585, -0.15567], [1.20391, 1.31916, 0.74122]], "nbo_charge": [-0.634, -0.058, 0.512, -1.008, -0.801, -0.373, -0.323, 1.617, 0.218, 0.193, 0.217, 0.178, 0.200, 0.143, -0.083], "charge": 0, "de_lowest_kj_mol": 569.6, "energy_ha": -809.96179, "e_homo_ev": [-9.674, -9.098], "mol_weight_g_mol": 144.06}

No. 7
{"formula": "C3H7FFeO2", "method": "the ωB97M-V functional and the def2-TZVPD basis", "elements": ["Fe", "F", "O", "C", "C", "O", "C", "H", "H", "H", "H", "H", "H", "H"], "coordinates": [[1.44808, 0.47994, -1.22393], [2.65116, 0.16705, 0.25451], [0.09821, 1.69906, -1.03241], [-1.07088, 1.42118, -0.33544], [-1.03429, 0.17514, 0.55174], [-0.78835, -1.02106, -0.14495], [0.56522, -1.52101, -0.18906], [-1.91113, 1.27983, -1.04832], [-1.35429, 2.26256, 0.33220], [-2.01884, 0.06529, 1.03458], [-0.27059, 0.30952, 1.34421], [1.39118, -2.11490, 0.25590], [2.03706, -0.68152, 0.76189], [0.25746, -2.52108, -0.56092]], "lowdin_spin": [3.781, 0.080, 0.275, 0.037, 0.019, 0.251, 0.469, 0.006, 0.004, 0.007, 0.001, 0.050, 0.004, 0.015], "charge": 1, "de_lowest_kj_mol": 241.0, "energy_ha": -1632.06559, "multiplicity": 6, "e_homo_ev": [-13.770, -14.470], "mol_weight_g_mol": 149.93}

No. 8
{"formula": "C3H7FN2S", "method": "the ωB97M-V functional and the def2-TZVPD basis", "elements": ["C", "S", "C", "C", "F", "N", "N", "H", "H", "H", "H", "H", "H", "H"], "coordinates": [[-0.37726, 1.90262, 0.79864], [-0.14431, 1.07257, -0.77661], [0.04250, -0.65122, -0.21775], [1.45067, -1.10598, -0.24125], [2.23683, -0.23117, 0.54060], [-0.86866, -1.42110, 0.19701], [-2.17750, -0.97064, 0.27389], [-0.85664, 2.89849, 0.71794], [0.58523, 1.94410, 1.29545], [-1.02619, 1.20840, 1.33759], [1.77942, -1.07680, -1.24798], [1.53559, -2.14651, 0.13661], [-2.78634, -1.79005, 0.36681], [-2.42584, -0.24864, -0.38012]], "nbo_charge": [-0.745, 0.142, 0.014, 0.008, -0.369, -0.206, -0.651, 0.235, 0.228, 0.231, 0.176, 0.188, 0.380, 0.369], "charge": 0, "smiles": "CS/C(CF)=N\\N", "de_lowest_kj_mol": 106.2, "energy_ha": -726.02249, "e_homo_ev": -8.981, "mol_weight_g_mol": 122.17}